C18H23BCoF4IN3O3S3 | the ωB97M-V functional and the def2-TZVPD basis

Atoms and positions in Å:
1 Co -0.1041 -0.2547 -0.5591
2 C 0.9306 4.0175 1.3047
3 C -0.4724 3.4595 1.4907
4 S -0.7655 1.6765 1.3864
5 C 0.3814 0.9855 2.5915
6 C 1.8383 0.8404 2.1434
7 S 2.0627 0.1063 0.4977
8 C 3.0068 1.2986 -0.5176
9 C 3.0907 2.7611 -0.1104
10 S 1.6243 3.7910 -0.3549
11 H 1.6235 3.6471 2.0579
12 H 0.8672 5.0949 1.4691
13 H -1.1349 3.8746 0.7287
14 H -0.8658 3.7848 2.4563
15 H -0.0287 0.0070 2.8410
16 H 0.3474 1.5832 3.5043
17 H 2.3647 0.1948 2.8468
18 H 2.3492 1.7971 2.1435
19 H 2.5645 1.2038 -1.5083
20 H 4.0166 0.8897 -0.5639
21 H 3.8485 3.1964 -0.7663
22 H 3.4842 2.9015 0.8967
23 F 2.2786 -2.7138 -2.3231
24 B 1.0689 -2.1336 -2.2572
25 F 1.1911 -0.6636 -2.2284
26 F 0.1679 -2.4731 -3.2202
27 F 0.4588 -2.3164 -0.9393
28 I 0.9404 -4.9957 6.2082
29 C 0.1600 -4.1082 4.4990
30 C -1.1502 -4.3750 4.1205
31 C -1.6646 -3.7859 2.9794
32 C -0.8800 -2.9099 2.2352
33 C 0.4338 -2.6531 2.6138
34 C 0.9591 -3.2596 3.7402
35 C -1.4592 -2.2984 1.0227
36 O -2.3292 -2.7801 0.3382
37 O -0.9850 -1.0639 0.7484
38 H -1.7618 -5.0432 4.7096
39 H -2.6768 -3.9947 2.6615
40 H 1.0637 -2.0225 2.0010
41 H 1.9880 -3.0854 4.0221
42 C -0.6565 2.7978 -4.0900
43 N -1.3146 1.5547 -3.6869
44 C -2.2247 0.9039 -4.4725
45 C -2.7995 -0.2566 -4.1011
46 C -2.4397 -0.8117 -2.8284
47 N -1.5359 -0.1563 -2.0891
48 C -0.9759 0.9900 -2.5035
49 O -0.1102 1.4729 -1.7333
50 N -2.9830 -1.9085 -2.3493
51 H -0.9738 3.0436 -5.0990
52 H 0.4219 2.6587 -4.0645
53 H -0.9312 3.5987 -3.4069
54 H -2.4495 1.3830 -5.4145
55 H -3.5159 -0.7453 -4.7411
56 H -3.6063 -2.4595 -2.9144
57 H -2.7379 -2.2458 -1.4155

LUMO (spin up / spin down) = -2.6470 / -5.4730 eV
2S+1 = 5
HOMO energy (spin up / spin down) = -0.409 / -0.409 Ha
Charge = +1



C18H23BeN3O3PS2SeTe | the ωB97M-V functional and the def2-TZVPD basis

Atoms and positions in Å:
1 Be 0.6409 -0.2589 -0.0305
2 C 3.4342 4.3797 -2.0202
3 S 4.0775 2.6174 -2.4585
4 C 2.6927 1.5928 -1.9996
5 S 2.6422 0.1662 -2.8655
6 N 2.1282 1.9891 -0.8826
7 N 0.9755 1.4237 -0.3758
8 C 0.1782 2.3171 0.2098
9 C -0.8363 1.7080 0.9955
10 C -1.7949 2.4524 1.7471
11 C -2.8287 1.7314 2.3559
12 C -2.9276 0.3291 2.1280
13 C -1.8979 -0.3102 1.4322
14 N -0.8385 0.3530 0.9287
15 H 2.9712 4.7095 -2.9495
16 H 4.2854 5.0028 -1.7495
17 H 2.6620 4.2487 -1.1746
18 H 0.4384 3.3398 0.1718
19 H -1.6015 3.5135 1.8632
20 H -3.5672 2.2679 2.9689
21 H -3.7616 -0.2727 2.4152
22 H -1.9375 -1.4074 1.3476
23 C -4.3571 -1.5373 -1.7277
24 C -3.3598 -1.0786 -2.6923
25 O -2.1480 -0.6474 -1.9008
26 P -0.7480 -1.2843 -2.2940
27 O 0.2025 -1.2999 -1.0711
28 Te 0.1502 -0.2483 -4.3091
29 O -1.1947 -2.8218 -2.5274
30 C -0.6342 -3.7981 -3.4365
31 C 0.7797 -4.1959 -3.0449
32 H -5.3054 -1.7405 -2.2323
33 H -4.6015 -0.7900 -0.9446
34 H -4.0645 -2.4864 -1.2141
35 H -3.6498 -0.1738 -3.2059
36 H -3.0416 -1.8629 -3.4110
37 H -0.7399 -3.4088 -4.4739
38 H -1.3045 -4.6661 -3.4375
39 H 0.7028 -4.6731 -2.1123
40 H 1.4155 -3.3073 -3.0826
41 H 1.1300 -4.9287 -3.7540
42 Se 2.2837 -1.1767 1.1731
43 C 2.2921 -0.3226 2.8655
44 C 3.3911 0.3985 3.4226
45 C 3.2298 0.9850 4.6757
46 C 1.9885 0.9234 5.3596
47 C 0.8971 0.2347 4.8116
48 C 1.1062 -0.4754 3.6059
49 H 4.3214 0.3886 2.9302
50 H 4.0309 1.5136 5.1916
51 H 1.8275 1.3770 6.3149
52 H -0.0523 0.3517 5.2747
53 H 0.3175 -1.1415 3.1893

LUMO (spin up / spin down) = 1.6615 / 2.3783 eV
HOMO energy (spin up / spin down) = -0.105 / -0.131 Ha
Charge = -1



C18H23BiN2O11Se2 | the ωB97M-V functional and the def2-TZVPD basis

Atoms and positions in Å:
1 Bi 0.8637 -0.0427 -0.0838
2 O -0.6441 1.1626 -2.2020
3 C -1.6597 1.8692 -1.4901
4 C -2.4276 1.0964 -0.4425
5 N -1.6568 0.5652 0.7345
6 C -1.2994 1.4723 1.8466
7 C -0.2954 2.5170 1.3194
8 O -0.5265 3.7211 1.5295
9 O 0.7439 2.1295 0.6363
10 C -2.3158 -0.5350 1.2924
11 C -1.9030 -1.9162 0.6088
12 O -2.6317 -2.8943 0.4369
13 O -0.6236 -1.9383 0.2679
14 H -1.1620 0.4863 -2.6765
15 H -1.1083 2.7454 -1.0832
16 H -2.4574 2.1526 -2.1724
17 H -3.1934 1.8570 0.0134
18 H -3.3935 0.3322 -1.9387
19 H -2.1832 1.9262 2.2643
20 H -0.8182 0.9350 2.6319
21 H -2.0255 -0.7123 2.3208
22 H -3.4161 -0.4344 1.1992
23 O -1.0259 -3.2704 -1.9514
24 C -0.8415 -2.2193 -2.6999
25 O 0.0420 -1.3941 -2.5595
26 C -1.8994 -2.0374 -3.7546
27 C -2.3710 -3.0072 -4.6517
28 C -3.3525 -2.6463 -5.5051
29 C -3.8369 -1.3523 -5.5873
30 C -3.2822 -0.4667 -4.7052
31 N -2.3526 -0.7509 -3.8114
32 C -3.8212 0.9485 -4.6046
33 O -4.0244 1.2754 -3.4098
34 O -3.0131 0.0306 -1.0329
35 H -0.6951 -3.0027 -1.0113
36 H -2.1006 -4.0970 -4.5322
37 H -3.8259 -3.4107 -6.1251
38 H -4.6114 -1.0481 -6.2303
39 O 4.5752 2.7688 2.0962
40 C 4.5293 1.8555 3.1790
41 C 3.8403 0.4387 2.9622
42 C 4.1948 -0.3198 4.3284
43 O 5.5666 -0.7297 4.4473
44 C 2.3272 0.7204 3.0084
45 Se 1.3204 -0.9720 2.4509
46 C 4.3671 -0.3233 1.7496
47 Se 3.6302 0.2786 -0.0644
48 H 4.0083 2.2493 1.4017
49 H 4.0401 2.3773 4.0093
50 H 5.5925 1.5567 3.4431
51 H 3.6600 -1.2644 4.3959
52 H 3.8856 0.4134 5.0949
53 H 5.9977 0.0511 4.7872
54 H 1.9672 1.5738 2.3847
55 H 2.0425 0.9309 4.0103
56 H 4.1433 -1.3367 1.7045
57 H 5.4571 -0.3147 1.7705

LUMO = 4.1360 eV
HOMO energy = -0.042 Ha
Charge = -2



C18H23ClN3O | the ωB97M-V functional and the def2-TZVPD basis

Atoms and positions in Å:
1 C -1.8356 0.8898 2.5099
2 N -0.7100 -0.0446 2.3796
3 C -0.9878 -1.4282 1.9300
4 C 0.5068 0.4351 2.3809
5 Cl 1.7974 -0.3678 1.6273
6 H -2.7548 0.3042 2.4893
7 H -1.7500 1.4488 3.4501
8 H -1.8378 1.6105 1.6781
9 H -2.0589 -1.5782 2.0472
10 H -0.7048 -1.5547 0.8774
11 H -0.4261 -2.1379 2.5449
12 H 0.6861 1.4790 2.6297
13 C -2.7519 3.0490 9.3777
14 N -1.5981 2.2526 9.7568
15 C -1.4169 2.1686 11.1932
16 C -0.6824 1.8388 8.8423
17 C -0.7290 2.3251 7.5114
18 C 0.1376 1.8566 6.5545
19 N 1.0492 0.8546 6.8296
20 C 1.8337 0.2720 5.8242
21 C 2.4069 1.0487 4.7928
22 C 3.5890 0.4612 4.0513
23 C 4.3487 1.2843 3.2022
24 C 5.3882 0.7525 2.4377
25 C 5.7354 -0.5977 2.5471
26 C 5.0313 -1.4071 3.4366
27 C 3.9710 -0.8832 4.1790
28 O 1.9941 2.1906 4.4501
29 C 1.1523 0.4128 8.1383
30 C 0.3197 0.8697 9.1321
31 H -3.1614 2.7139 8.4202
32 H -3.5141 2.9316 10.1578
33 H -2.4970 4.1169 9.2957
34 H -0.6166 1.4812 11.4654
35 H -1.1867 3.1622 11.6121
36 H -2.3612 1.8343 11.6469
37 H -1.4511 3.0739 7.1982
38 H 0.1820 2.2655 5.5524
39 H 2.4209 -0.5639 6.2061
40 H 4.0980 2.3503 3.1335
41 H 5.9300 1.4120 1.7497
42 H 6.5480 -1.0054 1.9500
43 H 5.2987 -2.4570 3.5519
44 H 3.4277 -1.5362 4.8629
45 H 1.9428 -0.3181 8.3188
46 H 0.4075 0.4272 10.1194

LUMO = -4.0357 eV
HOMO energy = -0.348 Ha
Charge = +1